Entry 1:
A structure of composition C50H33I4IrN11. Source: the OMol25 dataset; level of theory: the ωB97M-V functional and the def2-TZVPD basis.

XYZ file:
```
99
Properties=species:S:1:pos:R:3:lowdin_charge:R:1
Ir -0.15559 -0.13874 0.01141 1.440
I 6.98676 -2.54571 5.79455 0.904
C 5.24227 -2.33036 4.68265 -0.744
C 4.21547 -1.52935 5.14817 -0.139
C 3.06298 -1.37629 4.39565 -0.022
C 2.87645 -2.03935 3.17190 -0.133
C 3.96368 -2.79452 2.70806 -0.023
C 5.12333 -2.95134 3.45100 -0.135
C 1.66983 -1.82459 2.33096 -0.020
C 0.56646 -1.08709 2.79904 -0.212
C 0.02890 -1.09653 4.14167 -0.004
C -1.04969 -0.28383 4.15341 0.013
C -1.18791 0.26714 2.82914 -0.226
C -2.08958 1.26730 2.45459 -0.073
C -2.88380 1.92660 3.53807 -0.206
C -2.23541 2.58966 4.57955 -0.029
C -2.95527 3.26916 5.55353 -0.136
C -4.34151 3.27884 5.49236 -0.739
I -5.43046 4.32240 6.93244 0.893
C -5.00630 2.60584 4.48010 -0.139
C -4.27367 1.93840 3.50747 -0.034
C -2.19049 1.80357 1.16655 -0.232
N -1.50784 1.36556 0.06868 -0.070
C -1.78078 2.20756 -0.97388 -0.223
C -1.33701 2.06237 -2.28338 -0.067
C -1.67884 3.14990 -3.25412 -0.223
C -0.86475 4.27673 -3.33482 -0.016
C -1.13546 5.28403 -4.25201 -0.138
C -2.23245 5.16074 -5.09328 -0.740
I -2.62158 6.64643 -6.50361 0.891
C -3.06484 4.05416 -5.01360 -0.139
C -2.78219 3.05256 -4.09362 -0.029
C -0.62495 0.95894 -2.77088 -0.214
C -0.36197 0.67245 -4.16086 0.027
C 0.21753 -0.54862 -4.21398 0.026
C 0.35778 -1.01281 -2.85764 -0.239
N -0.15440 -0.06790 -2.01500 -0.054
C 0.92240 -2.22246 -2.46449 -0.085
C 1.21341 -2.58174 -1.14678 -0.244
C 1.80966 -3.80785 -0.70947 0.029
C 2.06482 -3.67999 0.61903 -0.015
C 1.61009 -2.37981 1.02137 -0.223
N 1.08775 -1.74657 -0.05882 -0.080
C 1.30230 -3.19368 -3.53393 -0.221
C 2.51470 -3.07241 -4.20189 -0.024
C 2.88632 -3.99343 -5.17162 -0.137
C 2.03384 -5.04613 -5.47117 -0.737
I 2.58915 -6.44360 -6.91765 0.892
C 0.81727 -5.18040 -4.81913 -0.137
C 0.45872 -4.25202 -3.85020 -0.021
C -2.67796 3.23627 -0.50593 0.030
C -2.94032 2.98227 0.79454 0.024
N -0.23499 -0.29410 2.02475 -0.059
H 4.31880 -1.00344 6.08814 0.099
H 2.31816 -0.68930 4.75335 0.100
H 3.92178 -3.25622 1.73337 0.089
H 5.93735 -3.54518 3.05743 0.099
H 0.38907 -1.71277 4.94935 0.121
H -1.71632 -0.08905 4.98004 0.123
H -1.15186 2.58626 4.61999 0.124
H -2.43737 3.79069 6.34781 0.098
H -6.08795 2.59710 4.44818 0.098
H -4.79543 1.40647 2.71961 0.125
H -0.00772 4.36418 -2.67529 0.124
H -0.49289 6.15398 -4.31026 0.097
H -3.92732 3.96886 -5.66299 0.098
H -3.43054 2.18503 -4.03158 0.126
H -0.62166 1.31868 -4.98484 0.121
H 0.53222 -1.09778 -5.08907 0.122
H 1.99988 -4.66582 -1.33857 0.124
H 2.47815 -4.42804 1.27765 0.118
H 3.17790 -2.24783 -3.96588 0.123
H 3.83245 -3.89343 -5.68586 0.097
H 0.15159 -5.99765 -5.06331 0.097
H -0.49263 -4.35018 -3.33824 0.125
H -3.06870 4.03836 -1.11331 0.124
H -3.57826 3.54873 1.45416 0.119
N -3.17774 -4.39737 0.63501 0.157
N -2.83814 -3.12359 0.24676 -0.264
N -3.63606 -2.39241 -0.49890 0.162
C -2.88308 -1.32177 -0.70698 -0.133
N -1.69843 -1.45128 -0.10124 -0.127
N -1.68078 -2.62435 0.51664 0.148
H -4.18134 -4.46435 0.71706 0.110
H -2.66459 -4.64909 1.46720 0.110
H -3.17954 -0.46388 -1.29040 0.128
N 2.83040 0.34676 -1.35585 0.180
C 2.54696 1.32966 -0.46974 -0.334
C 3.46419 2.38443 -0.28560 -0.007
C 3.19727 3.37613 0.61404 -0.047
C 2.00213 3.32873 1.34096 -0.051
C 1.14636 2.29326 1.10208 -0.106
N 1.38431 1.29920 0.20741 -0.014
H 3.74528 0.32679 -1.76575 0.114
H 2.30570 -0.51171 -1.33098 0.053
H 4.37921 2.37741 -0.86602 0.119
H 3.90526 4.18230 0.76476 0.119
H 1.74622 4.08399 2.07037 0.112
H 0.21585 2.23185 1.64044 0.093
```

Results
- LUMO level (eV) = -3.9652
- orbital gap (eV) = 5.382
- net charge = +1

---

Entry 2:
A cluster of 2 separate species, C3H10NO2 in total. Source: the OMol25 dataset; level of theory: the ωB97M-V functional and the def2-TZVPD basis.

XYZ file:
```
16
Properties=species:S:1:pos:R:3:lowdin_charge:R:1
C 2.12052 0.34545 0.35247 0.079
C 0.28012 -1.10577 -0.52809 0.045
C -0.30131 1.11818 0.35936 0.002
N 0.71925 0.18009 -0.08268 -0.282
O -2.96658 -0.38964 0.04733 -0.088
O 0.21850 1.17150 -0.93212 0.084
H 2.66141 -0.51143 -0.08044 0.123
H 2.57149 1.09700 -0.24405 0.107
H 2.05782 0.56894 1.44227 0.141
H -0.73821 -1.24418 -0.62822 0.073
H 0.60932 -1.20735 -1.61677 0.160
H 0.95654 -1.77926 -0.03336 0.113
H -3.45144 -1.24854 0.03947 0.085
H -1.30056 0.66067 0.43386 0.108
H -0.00317 1.95236 1.03135 0.168
H -3.43372 0.39199 0.43963 0.084
```

Results
- LUMO level (eV) = -2.8020
- orbital gap (eV) = 12.850
- net charge = +1
- relative energy (zero: lowest compared OMol25 entry of this formula, charge and spin) (kcal/mol) = 101.1

---

Entry 3:
A cluster of 2 separate species, C2H10N4O in total. Source: the OMol25 dataset; level of theory: the ωB97M-V functional and the def2-TZVPD basis.

XYZ file:
```
17
Properties=species:S:1:pos:R:3:lowdin_charge:R:1
C 1.32635 0.29862 0.02872 -0.349
C -2.15510 0.98104 0.38716 0.026
N 1.66883 1.23509 -0.82271 0.292
N 2.17101 -0.44980 0.69467 0.283
N -0.02731 0.10651 0.39190 0.151
N -0.73345 -1.80362 -0.37597 0.247
O -0.85375 0.94062 -0.13826 -0.053
H -2.36556 2.02151 0.67182 0.138
H -2.28422 0.32371 1.25093 0.123
H -2.86237 0.74644 -0.41855 0.129
H 2.63815 1.48503 -1.00137 0.176
H 0.97347 1.79276 -1.31058 0.161
H 3.17806 -0.33991 0.61023 0.174
H 1.85747 -1.10273 1.40442 0.163
H -0.11207 -2.19593 -1.07818 0.114
H -1.66416 -1.65751 -0.75395 0.108
H -0.75533 -2.38183 0.45974 0.116
```

Results
- LUMO level (spin up / spin down) (eV) = -11.6401 / -11.5174
- orbital gap (spin up / spin down) (eV) = 8.020 / 8.583
- net charge = +2
- relative energy (zero: lowest compared OMol25 entry of this formula, charge and spin) (kcal/mol) = 32.8

---

Entry 4:
A structure of composition C2H9N3. Source: the OMol25 dataset; level of theory: the ωB97M-V functional and the def2-TZVPD basis.

XYZ file:
```
14
Properties=species:S:1:pos:R:3:lowdin_charge:R:1
N -0.49827 0.07615 -0.22362 -0.430
N -1.37233 1.08970 -0.68345 0.026
N -0.98113 -0.76647 0.79777 0.045
H -0.19350 -1.19219 -1.49391 0.049
H -0.92322 2.01039 -0.83567 0.075
H -2.01505 -0.78459 0.77791 0.089
H -2.11387 1.29337 0.01207 0.072
H -0.70399 -0.38780 1.72023 0.083
C 0.93011 0.37159 -0.22493 -0.219
C 1.80151 -0.16476 0.64392 -0.017
H 2.85571 0.06600 0.54194 0.044
H 1.54194 -1.01943 1.25732 0.039
H 1.25357 1.15752 -0.89705 0.100
H 0.41851 -1.74949 -1.39252 0.045
```

Results
- LUMO level (eV) = 0.9436
- orbital gap (eV) = 8.527
- relative energy (zero: lowest compared OMol25 entry of this formula, charge and spin) (kcal/mol) = 112.3

---

Entry 5:
A cluster of 2 separate species, C10H15O2 in total. Source: the OMol25 dataset; level of theory: the ωB97M-V functional and the def2-TZVPD basis.

XYZ file:
```
27
Properties=species:S:1:pos:R:3:lowdin_charge:R:1
C 0.17985 -0.24821 3.04630 0.033
O 0.75554 -0.49827 1.74232 -0.022
C 0.57471 0.34163 0.78071 -0.044
C 1.43675 0.29061 -0.35191 -0.185
C 1.44712 1.37527 -1.25423 0.008
C 2.22506 1.31824 -2.41708 -0.041
C 3.06948 0.22965 -2.66321 -0.025
C 3.16677 -0.78030 -1.69762 -0.039
C 2.39363 -0.74302 -0.53162 0.025
H 0.49412 -1.10919 3.63111 0.111
H 0.58172 0.67120 3.49414 0.117
H -0.91403 -0.19795 2.96359 0.097
H -0.02008 1.24435 0.98485 0.167
H 0.81231 2.23030 -1.00234 0.131
H 2.14323 2.12615 -3.15495 0.122
H 3.63185 0.17696 -3.59420 0.124
H 3.84571 -1.61931 -1.88014 0.122
H 2.51987 -1.50120 0.24988 0.132
C -3.98772 -0.21049 -0.17395 -0.067
C -2.81570 -0.41376 0.74323 -0.257
O -1.48239 -0.32507 0.15915 -0.099
H -4.87308 -0.17879 0.43993 0.085
H -3.93145 0.72061 -0.71795 0.082
H -4.13575 -1.02062 -0.87639 0.082
H -2.77588 0.33876 1.52625 0.111
H -2.87905 -1.39631 1.21499 0.121
H -1.46259 -0.82123 -0.66086 0.110
```

Results
- LUMO level (eV) = -4.8048
- orbital gap (eV) = 8.582
- net charge = +1
- relative energy (zero: lowest compared OMol25 entry of this formula, charge and spin) (kcal/mol) = 0.0

---

Entry 6:
A structure of composition C7H3BF4NNiO4. Source: the OMol25 dataset; level of theory: the ωB97M-V functional and the def2-TZVPD basis.

XYZ file:
```
21
Properties=species:S:1:pos:R:3:lowdin_spin:R:1
Ni 0.02639 -1.31752 0.01540 1.791
O 3.47855 0.91393 -0.00446 0.012
C 2.35191 0.45011 -0.01134 0.005
O 1.98059 -0.77450 -0.04518 0.048
C 1.14797 1.41251 0.02300 0.002
C 1.17401 2.79406 0.00905 0.002
C -0.04162 3.47145 0.00602 -0.003
C -1.23682 2.75993 0.00654 0.002
C -1.16826 1.37946 0.02063 0.002
N -0.00127 0.75729 0.04061 0.054
C -2.34481 0.38364 -0.01568 0.005
O -3.48412 0.81409 -0.00852 0.012
O -1.93712 -0.82958 -0.04926 0.048
H 2.12280 3.31120 -0.00536 0.001
H -0.05203 4.55430 -0.00648 0.000
H -2.20317 3.24359 -0.00962 0.001
F 1.30826 -5.16572 0.32876 0.001
B 0.03491 -4.75518 0.00455 0.002
F -0.90680 -5.10779 0.94639 0.001
F -0.33061 -5.07410 -1.28533 0.000
F 0.08125 -3.22116 0.04029 0.015
```

Results
- LUMO level (spin up / spin down) (eV) = 2.4157 / 1.8564
- orbital gap (spin up / spin down) (eV) = 9.458 / 9.050
- net charge = -1
- <S²> = 2.004
- multiplicity = 3

---

Entry 7:
A structure of composition C6H8. Source: the OMol25 dataset; level of theory: the ωB97M-V functional and the def2-TZVPD basis.

XYZ file:
```
14
Properties=species:S:1:pos:R:3:lowdin_charge:R:1
C -0.29265 -2.53079 -0.02605 -0.167
C -0.73268 -1.25108 -0.65738 0.011
C -0.28088 0.03894 -0.26671 -0.274
C -0.81148 1.27420 -0.54779 -0.020
C 0.80950 0.77502 0.58297 -0.131
C 0.34881 2.09919 -0.08422 -0.161
H -1.02022 -2.73658 0.78137 0.085
H 0.70679 -2.60005 0.43242 0.068
H -0.41679 -3.37379 -0.72275 0.057
H -1.83893 1.59027 -0.69260 0.109
H 0.51889 0.80684 1.63983 0.108
H 1.84115 0.45597 0.46747 0.093
H 0.12888 2.97258 0.53904 0.105
H 1.02194 2.41729 -0.89436 0.117
```

Results
- LUMO level (spin up / spin down) (eV) = -0.4761 / -0.4342
- orbital gap (spin up / spin down) (eV) = 6.980 / 7.276
- relative energy (zero: lowest compared OMol25 entry of this formula, charge and spin) (kcal/mol) = 101.1

---

Entry 8:
A structure of composition C23H33Cl2IrNO4SSi. Source: the OMol25 dataset; level of theory: the ωB97M-V functional and the def2-TZVPD basis.

XYZ file:
```
66
Properties=species:S:1:pos:R:3:lowdin_spin:R:1
Ir -0.22457 0.25706 0.47780 0.101
C 0.00978 0.00420 3.77252 0.000
C 1.50502 0.12395 3.92400 0.000
O 2.07994 -0.61729 2.87054 0.001
C 3.22742 -0.11824 2.22839 0.000
C 2.93689 -0.08201 0.74509 0.000
O 1.81881 0.80115 0.41626 0.003
C 2.11338 2.20046 0.63965 0.000
C 0.98217 3.02738 0.08357 0.002
O -0.26544 2.52981 0.61107 0.002
C -0.51724 3.02000 1.95443 0.000
C -1.19137 1.93753 2.75680 0.000
O -0.44205 0.72259 2.58690 0.002
H -0.52014 0.40924 4.63300 0.000
H -0.26786 -1.03859 3.63103 0.000
H 1.80271 -0.27961 4.89679 0.000
H 1.81300 1.17664 3.88882 0.000
H 4.07917 -0.78579 2.38888 0.000
H 3.51542 0.86311 2.61680 0.000
H 2.63769 -1.06502 0.39049 0.000
H 3.79606 0.26435 0.16848 0.000
H 3.04554 2.43755 0.12401 0.000
H 2.24832 2.37000 1.70857 0.000
H 0.91728 2.95472 -0.99753 0.001
H 1.10795 4.07571 0.35703 0.000
H -1.14553 3.90844 1.88389 0.000
H 0.43141 3.29007 2.41935 0.000
H -2.21394 1.76297 2.42104 0.000
H -1.21808 2.22147 3.80823 0.000
Cl -2.50356 -0.14413 0.47502 0.001
C -2.69636 -1.84402 0.97212 0.000
C -3.98332 -2.31210 1.13679 0.000
C -4.12980 -3.64566 1.48291 0.000
C -3.01079 -4.45274 1.64010 0.000
C -1.74135 -3.93328 1.45668 0.000
Cl -0.35731 -4.94576 1.62891 0.000
C -1.54746 -2.58986 1.11531 0.000
S 0.07953 -1.97172 0.89129 -0.003
H -4.83946 -1.66573 0.99988 0.000
H -5.11830 -4.05753 1.62747 0.000
H -3.11719 -5.49569 1.90452 0.000
C 0.04211 -1.14968 -4.26914 -0.001
Si 0.20721 -1.59628 -2.47071 0.033
C 1.91718 -2.23236 -2.11407 0.012
C -1.18968 -2.76233 -2.07824 0.017
N -0.06329 -0.01322 -1.49043 0.558
C -0.15067 1.15871 -2.23988 0.056
C 0.89418 1.50267 -3.11631 0.069
C 0.85007 2.69443 -3.81268 -0.003
C -0.25475 3.53346 -3.69358 0.077
C -1.30869 3.18540 -2.85591 -0.004
C -1.25258 2.02013 -2.11407 0.069
H -0.04657 -2.10243 -4.79997 0.000
H 0.88956 -0.62187 -4.70171 0.001
H -0.86530 -0.58125 -4.48233 0.000
H 2.14712 -2.98634 -2.87231 0.001
H 2.00594 -2.71066 -1.14011 0.000
H 2.67545 -1.45151 -2.20745 0.000
H -1.45235 -3.27266 -3.00772 0.002
H -2.09048 -2.24943 -1.73642 0.000
H -0.91689 -3.51692 -1.34291 0.001
H 1.75324 0.85037 -3.20301 0.001
H 1.67028 2.96638 -4.46331 -0.001
H -0.29817 4.45201 -4.26293 0.004
H -2.17843 3.82454 -2.78572 -0.001
H -2.08087 1.74520 -1.47599 0.001
```

Results
- LUMO level (spin up / spin down) (eV) = -6.2838 / -7.8279
- orbital gap (spin up / spin down) (eV) = 7.291 / 5.741
- net charge = +2
- relative energy (zero: lowest compared OMol25 entry of this formula, charge and spin) (kcal/mol) = 0.0
- <S²> = 0.768
- multiplicity = 2

---

no.,largest force on an atom (eV Å⁻¹)
1,0.6
2,4.6
3,3.2
4,2.9
5,1.7
6,1.9
7,0.7
8,0.1